1.
A 2-piece molecular cluster, C3H11NOS2 overall in a non-equilibrium geometry. Source: OMol25; level of theory: ωB97M-V with the def2-TZVPD basis set.

The geometry in XYZ format:
```
18
Properties=species:S:1:pos:R:3:forces:R:3
H -0.0146 -0.3622 -1.0411 -0.13 0.27 0.05
H -1.0451 -1.6837 -0.4591 -0.12 -0.03 -0.26
O 0.3794 2.4103 -0.9613 -0.21 -0.26 -0.05
H 3.8801 -0.9241 -0.5072 -0.09 -0.05 0.22
H -2.1811 1.1462 -0.5728 0.23 0.29 -0.21
H -2.7270 1.1905 1.1459 0.15 0.07 -0.28
S 1.9722 -0.2393 1.2144 0.33 -0.01 0.02
H 0.5054 -2.1250 1.3975 -0.16 0.27 0.52
S 3.1171 0.1832 -0.4449 -0.24 0.22 -0.10
H -3.0780 -0.2105 0.1169 0.14 0.05 -0.11
N -1.0990 -0.0261 0.7453 0.95 2.06 -1.99
H -0.4727 0.7194 1.0927 0.07 -0.60 0.96
H 0.4472 1.5018 -0.6533 0.38 0.16 -0.06
C -0.3753 -0.8873 -0.1464 -0.11 -1.31 0.93
C 0.8375 -1.4753 0.5951 -0.07 -0.57 -0.29
H 0.8401 2.3959 -1.8104 -0.03 0.18 0.05
H 1.3530 -2.1811 -0.0467 0.15 0.17 -0.39
C -2.3392 0.5673 0.3355 -1.24 -0.92 1.02
```
Forces are in eV/Å.

Properties
Maximum force   3.0 eV/Å
ΔE to the lowest compared entry with this formula, charge and spin   0.6518 eV
HOMO level (spin up / spin down)   -13.450 / -13.302 eV
Charge   +1
Spin multiplicity   2


2.
A 2-piece molecular cluster, C10H17N2 overall in a non-equilibrium geometry. Source: OMol25; level of theory: ωB97M-V with the def2-TZVPD basis set.

The geometry in XYZ format:
```
29
Properties=species:S:1:pos:R:3:forces:R:3
C -1.7194 0.7887 1.2302 0.20 -0.10 0.84
H -3.8983 1.0689 1.6054 1.97 -0.52 -0.27
C 1.3205 -2.0634 0.6221 0.53 -0.90 -1.29
C -2.7060 -0.9341 -0.7969 0.55 1.11 0.61
H -1.4070 1.3952 2.0913 0.00 -0.12 -0.65
H -0.7047 -1.3367 -1.3442 -0.57 0.97 0.73
H 2.5193 0.2799 -1.2875 0.25 1.61 -1.51
C -0.8394 0.0863 0.4223 -0.45 -0.23 -1.50
H -4.6627 -0.5168 0.0792 -0.45 0.16 -0.28
H 2.2397 1.1504 1.2797 -2.64 0.12 0.70
N 1.1945 0.9693 1.4659 2.52 0.49 0.14
H -3.0093 -1.4136 -1.6929 -0.47 -0.87 -0.36
H 0.6965 1.7606 1.8326 0.18 0.31 0.37
C -1.3285 -0.7345 -0.6296 -0.91 -0.66 0.07
H 0.9113 -1.0472 -0.9982 -0.77 0.30 -1.53
H 0.3161 2.7858 -0.7239 -0.20 -0.02 -0.32
H 3.1691 0.1981 0.2976 0.31 -0.60 0.06
C -3.0384 0.5571 1.0403 -4.91 0.09 0.21
C 0.6744 2.1473 -1.5233 1.57 -0.15 2.12
N 1.3653 -0.7739 -0.1737 -0.83 -0.14 3.18
H 2.3059 -2.3106 1.0016 -0.02 0.27 0.26
H 0.2750 2.1625 -2.4757 -1.69 -0.22 -1.54
H 3.3432 -1.1832 -0.9389 -0.98 0.84 1.18
H 1.7451 2.1399 -1.6542 0.38 0.05 0.49
C -3.6152 -0.3111 0.0714 2.68 0.29 0.38
C 2.6844 -0.3624 -0.4918 2.56 -1.06 -1.20
C 0.5347 0.3982 0.4395 1.70 -1.64 -2.21
H 1.0629 -2.8520 -0.1162 0.11 0.37 0.55
H 0.5710 -2.0486 1.3679 -0.62 0.24 0.78
```
Forces are in eV/Å.

Properties
Maximum force   4.9 eV/Å
ΔE to the lowest compared entry with this formula, charge and spin   3.4248 eV
HOMO level (spin up / spin down)   -10.914 / -12.051 eV
Charge   +1


3.
C16H23AsBF4N2O2PdS as an isolated structure. Source: OMol25; level of theory: ωB97M-V with the def2-TZVPD basis set.

The geometry in XYZ format:
```
51
Properties=species:S:1:pos:R:3:forces:R:3
C -1.6356 -0.5642 -1.9247 0.01 -0.01 0.03
As -1.8090 -0.3400 0.0025 -0.05 0.06 -0.02
C -3.7511 -0.5153 0.1681 -0.02 -0.03 0.02
H -1.7166 2.8750 3.2578 0.00 -0.01 0.05
B 2.6768 -0.3880 -0.6938 -0.18 0.13 -0.04
H -0.5324 -0.4448 5.8745 -0.02 0.00 -0.01
H -4.1038 -1.4365 -0.3003 0.01 0.01 -0.01
C 1.3309 1.5029 2.5251 0.02 0.06 0.03
H -1.5720 6.1382 -0.0495 0.00 0.00 0.01
C 1.1691 4.2160 -0.5466 0.02 0.17 0.02
H -1.6212 -2.1795 1.6865 0.02 -0.05 0.00
C 2.6649 4.3333 -0.4116 -0.05 -0.03 -0.01
H -0.6396 1.3217 5.5896 0.00 -0.01 0.00
F 3.3238 0.0533 0.4719 0.05 -0.01 0.03
Pd -0.8353 1.7210 0.8927 -0.05 -0.01 0.11
C -1.5440 4.1028 -0.7204 0.02 0.01 -0.04
C 0.4248 5.3406 -0.2216 -0.09 -0.03 -0.02
H 4.3911 3.3363 -0.5770 -0.01 -0.01 0.00
C 0.1137 3.9893 2.9126 0.01 -0.01 0.02
H 0.9517 6.2289 0.0993 0.00 0.00 0.00
C 1.4717 3.9162 2.6894 0.07 -0.11 -0.02
C -1.3320 -2.1185 0.6374 0.04 0.00 -0.03
H 1.0165 2.1755 -1.2694 0.01 -0.03 -0.01
H 3.1196 2.6013 2.2037 0.00 0.00 -0.01
O -2.2432 0.2142 3.6320 -0.10 -0.01 0.01
H 1.8050 0.5478 2.3318 -0.01 -0.02 0.01
C 2.0698 2.6642 2.4596 -0.08 0.10 0.03
H 3.0367 2.3383 -0.9658 -0.01 0.02 0.00
H -2.2103 -1.4140 -2.2968 0.00 -0.01 0.04
H -0.3679 4.9516 3.0418 0.01 0.01 0.01
F 1.3105 -0.6150 -0.4194 0.13 -0.04 -0.03
H 0.8908 0.4455 5.2569 0.00 0.01 0.00
C -0.9561 5.2867 -0.3069 0.03 -0.02 0.00
S -0.7607 0.0704 3.5637 0.03 0.10 -0.04
C -0.0529 1.5556 2.8488 0.06 0.00 -0.01
H -4.0039 -0.5235 1.2281 0.02 0.02 0.01
C 0.4915 3.0745 -0.9665 -0.02 -0.01 -0.01
N 3.3992 3.2548 -0.7211 0.06 -0.08 -0.02
F 2.7601 0.6624 -1.6692 -0.05 0.04 0.03
O 3.1670 5.3899 -0.0410 -0.01 -0.03 0.00
F 3.2754 -1.5290 -1.2066 0.04 -0.10 0.02
H 2.0693 4.8168 2.6321 0.00 0.00 0.00
H -0.2559 -2.2515 0.5427 -0.01 0.05 0.02
H -0.5784 -0.6981 -2.1443 0.03 0.00 -0.03
C -0.1972 0.3841 5.2533 0.03 0.00 -0.05
H -1.8506 -2.8898 0.0650 -0.04 0.03 0.00
H -2.6230 4.0108 -0.7875 0.01 0.01 0.00
H -1.9824 0.3562 -2.3941 0.02 -0.01 -0.03
N -0.8495 3.0188 -1.0836 0.02 0.00 0.06
C -0.6731 2.8273 2.9691 0.02 -0.14 -0.13
H -4.2378 0.3398 -0.3007 0.01 0.01 -0.01
```
Forces are in eV/Å.

Properties
Maximum force   0.2 eV/Å
ΔE to the lowest compared entry with this formula, charge and spin   0.0519 eV
HOMO level   -4.281 eV
Charge   -1


4.
An isolated molecule of C2H3P3 in a non-equilibrium geometry. Source: OMol25; level of theory: ωB97M-V with the def2-TZVPD basis set.

The geometry in XYZ format:
```
8
Properties=species:S:1:pos:R:3:forces:R:3
P 1.9993 -0.7606 -0.0969 -0.94 0.68 0.58
C 1.7716 0.7461 0.3884 -0.04 -1.71 -0.78
P -0.2063 -1.8908 0.0839 1.75 0.47 1.29
H -2.3422 1.8039 0.3480 -2.16 2.34 0.73
C -1.6456 1.1602 -0.0019 2.71 -3.98 -0.44
P -1.7876 -0.4820 0.0412 -0.97 1.57 -0.48
H 0.0214 -2.2911 -1.2069 -0.44 -0.16 -1.18
H 2.1893 1.7142 0.4442 0.09 0.80 0.29
```
Forces are in eV/Å.

Properties
Maximum force   4.8 eV/Å
ΔE to the lowest compared entry with this formula, charge and spin   5.7101 eV
Structure (SMILES)   C#P=[PH]=P#C
HOMO level (spin up / spin down)   -8.342 / -8.144 eV
Charge   0


5.
C22H8Br2Cl5N2NiOS2 as an isolated structure. Source: OMol25; level of theory: ωB97M-V with the def2-TZVPD basis set.

The geometry in XYZ format:
```
43
Properties=species:S:1:pos:R:3:forces:R:3
Cl -1.8667 1.3056 5.2980 0.04 -0.02 -0.01
C -3.9624 -3.8813 -0.1757 -0.06 -0.09 0.01
C 1.2951 -0.5459 2.7000 0.06 -0.01 -0.04
Cl 0.6661 0.0270 6.6202 0.00 0.00 -0.03
C 1.4593 -0.5488 4.0886 0.08 -0.03 0.00
Br -5.5066 -0.1736 -1.1724 -0.02 -0.02 0.01
C -0.3007 -4.2890 0.4213 0.05 -0.03 -0.01
C -3.3928 4.3257 -1.0953 0.04 -0.03 0.00
H -5.8569 -3.0469 -0.6491 -0.01 0.02 -0.01
C -2.1040 -2.3353 -0.1735 0.02 0.01 -0.01
C -0.6427 0.5828 4.3145 -0.05 0.03 -0.01
H -3.2592 2.2028 -0.6761 0.03 0.04 -0.02
C -1.3387 3.1309 -0.8598 0.09 -0.08 0.04
C -4.3091 -1.5593 -0.6950 -0.01 0.05 0.02
Ni -0.5347 0.1107 0.1075 0.52 -0.26 -0.39
C -0.6380 4.3159 -1.1219 0.05 0.01 -0.04
C -2.6907 5.5075 -1.3455 0.06 -0.04 0.01
C -2.9655 -1.2272 -0.5235 -0.02 0.05 -0.07
Cl 2.5929 -1.2393 1.7523 0.02 0.00 0.06
H 0.4581 -5.0252 0.6517 -0.02 0.02 0.00
C -2.5779 -3.6538 -0.0018 0.10 0.02 -0.01
C 0.0773 -2.9483 0.2353 0.03 -0.03 -0.04
C 0.1816 -0.0176 2.0651 -0.63 0.27 0.06
C -2.7313 3.1327 -0.8540 -0.08 -0.01 0.04
C -1.3039 5.5104 -1.3649 0.00 -0.02 0.01
H -0.7510 6.4203 -1.5668 -0.03 -0.02 0.01
C -1.6165 -4.6378 0.3190 -0.04 0.02 0.00
S 1.9048 1.0717 -0.5550 -0.08 -0.04 -0.12
H 1.1105 -2.6427 0.3228 -0.05 -0.02 0.01
N -0.7930 -2.0059 -0.0347 -0.02 -0.07 0.02
C 0.4850 0.0190 4.9022 0.01 -0.01 0.00
C 0.7589 2.2970 -0.7582 -0.11 0.04 -0.09
C -0.7587 0.5414 2.9310 0.12 -0.03 -0.02
Br -4.6885 -5.6273 0.0555 0.03 0.03 -0.01
H -4.4757 4.3393 -1.0967 0.00 0.00 0.01
S 1.0771 3.9881 -1.1109 0.02 0.02 -0.02
H -1.9354 -5.6594 0.4765 0.00 -0.01 -0.02
O -2.4645 -0.0605 -0.6643 0.11 -0.11 0.23
Cl 2.8602 -1.2548 4.8226 -0.03 0.03 -0.02
Cl -2.1729 1.2349 2.1887 -0.28 0.13 0.25
N -0.5248 2.0316 -0.6459 -0.01 0.12 0.20
C -4.8008 -2.8581 -0.5160 0.04 0.06 -0.01
H -3.2301 6.4281 -1.5304 0.00 -0.01 0.00
```
Forces are in eV/Å.

Properties
Maximum force   0.7 eV/Å
HOMO level (spin up / spin down)   -4.977 / -4.967 eV
Charge   -1
Spin multiplicity   3


6.
A 2-piece molecular cluster, C5H13NO overall in a non-equilibrium geometry. Source: OMol25; level of theory: ωB97M-V with the def2-TZVPD basis set.

The geometry in XYZ format:
```
20
Properties=species:S:1:pos:R:3:forces:R:3
H -1.1178 -0.3662 -0.0044 1.40 -0.06 -0.32
H 2.5821 1.4220 0.0981 0.41 -0.36 0.80
H 2.4225 -0.1429 -0.7116 0.92 0.90 0.67
H -0.1073 1.4426 2.1871 0.18 0.90 -0.46
H 0.5437 -1.3439 -0.4040 -1.92 2.13 0.17
H 1.1270 -1.3671 1.7633 -1.27 2.02 -1.09
C 0.0168 -0.3544 0.0573 0.74 -1.72 -2.63
H -4.0158 -2.3291 -4.8833 0.53 -0.55 -0.13
C 1.4553 0.4528 3.5405 -2.57 2.83 -0.63
H 0.7261 0.7518 4.4363 1.84 -1.25 -1.56
N 2.2015 0.8525 -0.6180 -2.90 -1.28 -2.30
C 0.6964 0.8786 -0.6479 -0.57 -1.20 -1.90
H 1.8850 -0.5364 3.4650 0.02 -0.10 0.75
H 2.2267 1.2502 3.5082 -0.12 -0.65 0.34
H 0.4307 1.7915 -0.1606 -0.65 0.54 0.13
O -4.7172 -1.7223 -4.6885 -0.69 -0.10 0.35
C 0.6178 0.6552 2.2122 0.37 -3.22 1.87
H 0.1731 0.8098 -1.7104 1.72 0.73 1.62
H -4.4080 -0.8877 -5.0174 0.16 0.65 -0.22
C 0.5235 -0.4129 1.3825 2.40 -0.20 4.55
```
Forces are in eV/Å.

Properties
Maximum force   5.1 eV/Å
ΔE to the lowest compared entry with this formula, charge and spin   3.2384 eV
Structure (SMILES)   C/C=C/CCN.O
HOMO level   -8.947 eV
Charge   0


7.
An isolated molecule of C2H7N5 in a non-equilibrium geometry. Source: OMol25; level of theory: ωB97M-V with the def2-TZVPD basis set.

The geometry in XYZ format:
```
14
Properties=species:S:1:pos:R:3:forces:R:3
H 0.6254 -1.8671 0.9871 -0.90 -1.20 0.78
N 1.1141 -1.0067 1.0317 -1.04 2.39 -4.16
N 0.8828 1.6036 -1.4970 -0.32 1.81 1.86
N -1.6497 -1.0422 0.1208 -0.31 1.86 -4.27
N 1.4862 0.7064 -0.5140 -0.97 0.29 0.14
C -0.7575 -0.4632 -0.7359 0.23 -2.46 4.46
C 0.6380 -0.3543 -0.0676 1.82 1.65 1.80
H 0.0952 2.2988 -0.8977 3.48 -1.87 -2.72
H 1.7047 2.0516 -2.1108 -2.75 -0.76 2.35
H 2.0415 1.1322 0.2776 -0.77 -0.70 -1.32
H -0.9739 -0.2981 2.0234 -2.90 -2.62 -2.04
N -1.8230 -0.8750 1.3959 5.74 4.18 0.85
H -2.3644 -1.5567 1.7779 -1.73 -1.91 1.66
H -1.0193 -0.3294 -1.7914 0.41 -0.65 0.58
```
Forces are in eV/Å.

Properties
Maximum force   7.1 eV/Å
ΔE to the lowest compared entry with this formula, charge and spin   5.4350 eV
Structure (SMILES)   [H]/N=C(\C=N/N)NN
HOMO level   -8.037 eV
Charge   0


8.
A 2-piece molecular cluster, H4O2 overall in a non-equilibrium geometry. Source: OMol25; level of theory: ωB97M-V with the def2-TZVPD basis set.

The geometry in XYZ format:
```
6
Properties=species:S:1:pos:R:3:forces:R:3
H 0.8180 1.4376 1.1990 -0.71 -0.59 -0.78
H 1.2191 1.5768 -0.2239 -1.00 -0.83 0.12
O 0.5385 1.0959 0.3119 1.78 1.64 0.85
O -0.6467 -1.2705 -0.4428 0.31 0.33 1.38
H -0.0776 -1.1861 0.3535 0.00 -0.65 -0.87
H -1.0941 -0.4317 -0.2815 -0.38 0.10 -0.70
```
Forces are in eV/Å.

Properties
Maximum force   2.6 eV/Å
ΔE to the lowest compared entry with this formula, charge and spin   0.3042 eV
Structure (SMILES)   O.O
HOMO level   -10.827 eV
Charge   0


Please write out number 7 again, unchanged.
An isolated molecule of C2H7N5 in a non-equilibrium geometry. Source: OMol25; level of theory: ωB97M-V with the def2-TZVPD basis set.

The geometry in XYZ format:
```
14
Properties=species:S:1:pos:R:3:forces:R:3
H 0.6254 -1.8671 0.9871 -0.90 -1.20 0.78
N 1.1141 -1.0067 1.0317 -1.04 2.39 -4.16
N 0.8828 1.6036 -1.4970 -0.32 1.81 1.86
N -1.6497 -1.0422 0.1208 -0.31 1.86 -4.27
N 1.4862 0.7064 -0.5140 -0.97 0.29 0.14
C -0.7575 -0.4632 -0.7359 0.23 -2.46 4.46
C 0.6380 -0.3543 -0.0676 1.82 1.65 1.80
H 0.0952 2.2988 -0.8977 3.48 -1.87 -2.72
H 1.7047 2.0516 -2.1108 -2.75 -0.76 2.35
H 2.0415 1.1322 0.2776 -0.77 -0.70 -1.32
H -0.9739 -0.2981 2.0234 -2.90 -2.62 -2.04
N -1.8230 -0.8750 1.3959 5.74 4.18 0.85
H -2.3644 -1.5567 1.7779 -1.73 -1.91 1.66
H -1.0193 -0.3294 -1.7914 0.41 -0.65 0.58
```
Forces are in eV/Å.

Properties
Maximum force   7.1 eV/Å
ΔE to the lowest compared entry with this formula, charge and spin   5.4350 eV
Structure (SMILES)   [H]/N=C(\C=N/N)NN
HOMO level   -8.037 eV
Charge   0


What is the charge in the eighth record? 0


What is the formula in the sixth record? C5H13NO


maximum force of number 1 (C3H11NOS2)? 3.0 eV/Å